An isolated ion of composition C15H13N2O5 and charge -1, computed with ωB97M-V/def2-TZVPD.

```
35
Properties=species:S:1:pos:R:3:forces:R:3
O -0.11137 -0.56292 0.02593 -0.30 -1.98 0.00
C -0.97375 -1.42380 -0.60695 -0.05 0.17 -0.12
C -2.16257 -1.84894 0.03305 0.56 0.06 -0.06
C -3.03877 -2.69087 -0.63115 0.24 -0.08 -0.36
C -2.70657 -3.17831 -1.90724 0.70 1.24 0.63
N -3.70834 -3.84089 -2.66432 -1.78 -1.27 -1.20
O -3.45419 -4.18019 -3.84164 -0.34 0.45 1.79
O -4.82449 -4.04555 -2.13289 1.78 0.22 -0.89
C -1.48329 -2.83557 -2.51349 -0.20 0.10 0.23
C -0.62341 -1.96423 -1.86395 -0.04 -0.22 0.26
H -2.39220 -1.49229 1.03973 0.08 0.06 -0.45
H -4.00347 -2.94987 -0.20634 0.23 0.04 -0.05
H -1.25511 -3.22771 -3.50093 -0.05 0.11 0.22
H 0.33520 -1.68589 -2.31364 -0.45 -0.02 0.17
C 4.53148 2.48099 2.83920 0.19 0.19 0.10
C 3.31359 2.10688 2.05031 -0.09 -0.10 -0.34
C 3.46460 1.82382 0.68858 -0.18 -0.20 -0.09
C 2.38342 1.38186 -0.06669 -0.27 0.42 0.32
C 1.12521 1.29894 0.53923 -0.24 -0.06 0.02
C -0.05337 0.85386 -0.27769 -0.25 0.70 -0.90
C -1.32688 1.51805 0.02407 -0.89 0.15 0.18
N -2.40214 1.16372 -0.74124 0.87 0.92 0.28
O -3.59255 1.40667 -0.39226 0.65 0.00 -0.24
O -2.13119 0.59829 -1.84731 -0.65 -0.24 0.19
C 0.95660 1.55506 1.90168 0.57 0.43 -0.38
C 2.05394 1.99836 2.64095 -0.04 -0.25 -0.17
H 4.28506 2.62183 3.89123 0.08 0.00 0.03
H 5.30127 1.70311 2.75972 -0.14 0.12 0.08
H 4.97248 3.40985 2.46267 -0.01 -0.05 0.08
H 4.43999 1.95731 0.21809 -0.14 -0.14 0.15
H 2.47395 1.13449 -1.13208 0.03 0.17 0.48
H 0.16949 0.98915 -1.35119 0.07 -0.39 0.23
H -1.45816 2.21285 0.84803 -0.32 -0.46 -0.15
H -0.03453 1.45117 2.34111 0.30 0.03 -0.05
H 1.93006 2.26079 3.68740 0.07 -0.11 -0.01
```
Forces are in eV/Å.

Properties
SMILES string: Cc1ccc([C@H](C=[N+]([O-])[O-])Oc2ccc([N+](=O)[O-])cc2)cc1
Relative energy (zero: lowest compared OMol25 entry of this formula, charge and spin), kcal/mol: 0.00
Calculated total energy, Ha: -1064.958819
HOMO level, Eh: -0.141
Charge: -1
2S+1: 1

A 7-piece molecular cluster, C5H22O8 overall, computed with ωB97M-V/def2-TZVPD.

```
35
Properties=species:S:1:pos:R:3:forces:R:3
C 0.52511 1.34697 -1.86913 -1.06 -0.04 -0.26
O -0.58086 2.05794 -2.38175 0.16 0.21 -0.18
C 0.03073 0.36864 -0.79995 0.52 0.57 -0.06
C 1.16766 -0.50542 -0.27917 -0.20 -0.47 -0.08
C 0.77139 -1.40535 0.89605 0.24 0.51 0.16
C 0.64743 -0.62464 2.22250 0.44 -1.18 0.49
O 1.02698 -1.42829 3.32757 0.00 -0.03 0.01
H 1.01364 0.75902 -2.67013 0.13 0.17 0.14
H 1.22975 2.07143 -1.45887 0.44 -0.15 0.20
H -0.44602 0.94070 0.00335 0.16 0.00 0.05
H -0.76832 -0.23821 -1.23038 0.07 -0.14 -0.08
H 2.05006 0.08854 0.00282 -0.28 0.12 0.09
H 1.53209 -1.13149 -1.10177 -0.12 -0.04 -0.09
H 1.52783 -2.18497 1.02328 0.04 0.13 0.21
H -0.16670 -1.93165 0.71592 -0.09 0.00 -0.21
H -0.36747 -0.26108 2.37047 -0.27 0.22 -0.13
H 1.33083 0.22622 2.24437 -0.01 0.17 -0.26
H -0.76176 4.24405 -1.38822 -0.18 -0.17 0.29
H -0.20463 4.72828 -2.68373 -0.20 0.50 0.37
O -0.54413 5.08677 -1.79287 0.25 -0.03 -0.38
H -0.50429 -3.34026 4.82418 -0.12 0.03 -0.87
H 0.37030 -2.20174 3.47576 0.12 0.55 -0.17
O -0.65946 -3.28231 3.85781 0.16 -0.33 1.02
H 1.46966 3.93890 -4.80403 0.25 -0.28 -0.29
H 2.59273 2.92354 -5.22265 -0.27 0.62 -0.09
O 2.28987 3.82846 -5.41566 0.17 -0.42 0.23
H -1.17021 -4.89556 3.32909 0.09 -0.53 -0.11
H -2.57731 -5.25184 3.21840 -0.39 -0.03 -0.08
O -1.72998 -5.69610 3.10875 0.37 0.48 0.18
H -0.56271 3.97506 -4.60832 0.50 -0.10 0.47
H -0.24720 2.80587 -3.03726 -0.23 -0.78 0.25
O 0.16357 3.86964 -3.96634 -0.39 0.33 -0.72
H -3.27211 -2.63775 2.75617 0.18 -0.27 0.51
H -2.04325 -3.13110 3.74046 -0.89 0.17 -0.27
O -3.13320 -3.11224 3.59331 0.42 0.20 -0.29
```
Forces are in eV/Å.

Properties
Relative energy (zero: lowest compared OMol25 entry of this formula, charge and spin), kcal/mol: 0.00
Calculated total energy, Ha: -805.676481
HOMO level, Eh: -0.137
Charge: -2
2S+1: 1

C37H27MoO6P2S2 as an isolated structure, computed with ωB97M-V/def2-TZVPD.

```
75
Properties=species:S:1:pos:R:3:forces:R:3
Mo -1.66851 -1.80062 -1.68264 0.24 1.16 -0.75
O -2.08302 -3.06075 -3.24485 -0.18 -0.17 -0.41
C -1.02618 -3.33158 -2.60403 -0.18 -0.62 0.60
C 0.10402 -4.23193 -2.69334 0.17 0.09 0.00
C 0.39192 -5.19483 -3.65026 0.01 -0.03 -0.02
C 1.60581 -5.86086 -3.55774 0.00 0.02 0.01
C 2.50549 -5.56187 -2.53849 -0.04 0.03 0.02
C 2.20574 -4.60209 -1.57576 0.05 -0.04 0.00
C 0.99788 -3.93848 -1.65666 -0.22 0.04 -0.11
P 0.19994 -2.73881 -0.51818 0.38 -0.14 0.38
C 0.03242 -3.80415 0.95603 0.00 0.03 0.00
C -1.14857 -4.50795 1.15666 -0.10 0.01 -0.07
C -1.26604 -5.39380 2.21832 -0.01 0.01 -0.01
C -0.20200 -5.57815 3.08838 0.00 0.01 -0.01
C 0.98005 -4.87561 2.89564 -0.02 -0.02 0.01
C 1.09724 -3.99273 1.83452 0.01 0.01 0.01
C 1.42378 -1.50261 -0.05532 0.07 -0.05 -0.06
C 1.25986 -0.82385 1.14907 0.01 0.04 -0.05
C 2.05712 0.27102 1.43474 0.04 0.00 -0.02
C 2.99704 0.70836 0.51434 0.02 -0.02 -0.01
C 3.15508 0.03893 -0.69241 0.02 0.01 0.01
C 2.37213 -1.06649 -0.97902 -0.01 -0.02 -0.01
H -0.30828 -5.40558 -4.44722 0.00 0.00 -0.01
H 1.86496 -6.61392 -4.29004 -0.01 0.00 -0.02
H 3.44998 -6.08790 -2.49549 0.02 0.00 0.01
H 2.90678 -4.37826 -0.78178 0.01 0.00 0.01
H -1.98428 -4.34904 0.48031 0.07 -0.02 0.07
H -2.19342 -5.92967 2.37124 -0.01 -0.01 0.00
H -0.29642 -6.26090 3.92274 0.00 -0.01 0.01
H 1.81025 -5.00807 3.57767 -0.01 0.00 0.00
H 2.01290 -3.43180 1.69939 0.01 0.01 -0.01
H 0.48422 -1.10241 1.85091 -0.03 0.00 0.02
H 1.89609 0.80727 2.35651 -0.03 0.04 0.06
H 3.58011 1.59563 0.72772 0.01 0.01 -0.01
H 3.86105 0.39710 -1.42973 0.01 0.01 0.00
H 2.46703 -1.55562 -1.94069 -0.02 0.00 0.00
O -1.01532 3.27904 -5.09693 -0.01 -0.11 0.06
C -1.16454 2.31000 -4.40625 0.00 0.17 -0.04
C -0.05440 1.46169 -3.76986 0.19 0.01 -0.02
O 1.13877 1.64013 -3.88800 -0.13 -0.01 0.03
C -0.77700 0.42497 -3.06515 -0.23 -0.04 0.03
C -2.14611 0.52303 -3.17292 -0.14 -0.10 0.14
O -2.90984 -0.34255 -2.57566 0.17 0.07 -0.19
C -2.51245 1.67633 -4.01724 -0.15 -0.03 -0.02
O -3.60048 2.05463 -4.37209 0.09 -0.03 0.04
O -0.27811 -0.59783 -2.37564 -0.01 0.03 0.04
S -1.02323 1.34992 2.90505 -0.03 0.00 0.02
P -1.03383 2.66463 1.41122 -0.06 0.09 0.04
S -1.65132 2.13078 -0.39857 0.09 -0.03 0.09
C -2.00722 4.13247 1.95341 0.02 -0.04 0.04
C -2.98695 4.69336 1.14622 0.04 0.01 -0.02
C -3.70508 5.80135 1.58114 0.00 0.00 -0.02
C -3.44277 6.35905 2.82179 -0.01 0.01 0.01
C -2.46284 5.80140 3.63446 0.01 0.00 0.00
C -1.75396 4.69232 3.20408 -0.04 0.01 0.00
C 0.64002 3.43122 1.27944 -0.06 0.01 -0.14
C 1.47027 3.53200 2.39067 0.00 -0.07 0.03
C 2.72723 4.11017 2.28454 0.00 0.01 0.04
C 3.16113 4.60753 1.06257 -0.02 0.00 -0.04
C 2.33362 4.51932 -0.04918 0.04 -0.01 0.02
C 1.07972 3.93305 0.05847 0.04 -0.04 0.01
H -3.17678 4.25203 0.17608 -0.01 -0.01 -0.01
H -4.46980 6.22832 0.94414 -0.01 0.00 -0.01
H -4.00052 7.22407 3.15915 -0.01 0.01 0.01
H -2.25653 6.22895 4.60783 0.00 0.01 0.02
H -1.00949 4.24059 3.84726 0.00 -0.02 0.02
H 1.12826 3.11440 3.33026 0.03 -0.01 0.03
H 3.37202 4.16411 3.15497 -0.02 0.02 -0.02
H 4.14370 5.05451 0.97536 0.02 0.01 0.00
H 2.66979 4.89338 -1.00817 0.00 0.00 -0.01
H 0.44239 3.82912 -0.81064 0.00 0.01 0.00
C -2.43141 -1.41808 0.21674 -0.21 -0.24 0.14
H -2.14121 -1.88998 1.15117 0.05 -0.01 -0.01
H -3.50050 -1.61392 0.00583 0.05 -0.01 0.06
H -2.33742 -0.32352 0.30393 0.04 -0.03 -0.02
```
Forces are in eV/Å.

Properties
Calculated total energy, Ha: -3424.993391
HOMO level, Eh: -0.175
Charge: -1
2S+1: 1

Question: Which value of calculated total energy does entry 1 give?
Answer: -1064.958819 Ha